33
Properties=species:S:1:pos:R:3 method="wB97M-V/def2-TZVPD" lumo_ev=2.88 de_lowest_kcal_mol=8.02 homo_energy_ev=-5.10 charge=-1 total_energy_ev=-26933.7448
I -0.63 -0.26 -0.11
C -4.55 1.57 -1.44
O -4.15 0.55 -0.57
H -3.72 2.23 -1.73
H -4.99 1.17 -2.36
H -5.30 2.19 -0.94
H -3.20 0.38 -0.69
C -1.05 -3.66 -2.45
O -2.08 -2.71 -2.37
H -0.46 -3.72 -1.54
H -1.50 -4.64 -2.64
H -0.37 -3.45 -3.29
H -1.76 -1.97 -1.84
C 1.62 4.68 0.31
C 0.89 3.41 0.58
O 1.79 2.34 0.44
O 2.45 5.03 1.41
H 0.90 5.48 0.09
H 2.22 4.51 -0.60
H 0.04 3.31 -0.10
H 0.46 3.45 1.60
H 1.28 1.52 0.51
H 2.85 5.88 1.24
C 2.35 -2.23 2.16
C 1.50 -3.43 1.86
O 0.95 -3.38 0.56
O 3.47 -2.17 1.30
H 2.73 -2.27 3.18
H 1.75 -1.31 2.09
H 0.71 -3.56 2.61
H 2.12 -4.33 1.91
H 0.54 -2.51 0.44
H 3.13 -2.10 0.40